DFT (ωB97M-V/def2-TZVPD) results for C20H27N3O3 in the gas phase at a distorted geometry.

Positions of all 53 atoms, in Å:
C  -6.556  -2.869  -0.328
C  -5.285  -2.115  -0.695
H  -4.474  -2.822  -0.874
H  -5.449  -1.550  -1.616
C  -4.864  -1.166  0.429
N  -3.653  -0.433  0.103
C  -2.479  -0.878  0.605
O  -2.411  -1.885  1.286
C  -1.235  -0.065  0.263
H  -1.392  0.990  0.483
H  -1.021  -0.164  -0.803
C  -0.033  -0.587  1.047
C  1.231  -0.043  0.510
N  1.457  0.399  -0.683
N  2.754  0.777  -0.728
C  3.257  0.557  0.441
O  2.339  0.032  1.283
C  4.646  0.809  0.935
C  5.634  -0.184  0.349
C  5.530  -0.630  -0.963
C  6.474  -1.502  -1.477
C  7.529  -1.932  -0.690
C  7.640  -1.485  0.615
C  6.698  -0.614  1.132
H  6.788  -0.260  2.149
H  8.462  -1.815  1.234
H  8.263  -2.614  -1.093
H  6.384  -1.846  -2.497
H  4.707  -0.296  -1.578
O  5.040  2.156  0.751
C  5.231  2.569  -0.586
H  5.422  3.639  -0.532
H  4.339  2.379  -1.190
H  6.092  2.066  -1.039
H  4.620  0.688  2.025
H  -0.114  -0.334  2.106
H  -0.017  -1.680  0.982
C  -3.820  0.774  -0.679
C  -4.167  1.968  0.190
C  -4.640  3.236  -0.453
C  -5.593  2.404  0.348
H  -5.918  2.771  1.310
H  -6.357  1.861  -0.188
H  -4.306  4.178  -0.045
H  -4.752  3.245  -1.526
H  -3.529  2.065  1.061
H  -2.909  0.975  -1.247
H  -4.626  0.605  -1.398
H  -4.658  -1.749  1.330
H  -5.660  -0.449  0.645
H  -6.845  -3.542  -1.131
H  -7.375  -2.176  -0.148
H  -6.400  -3.456  0.574

Calculated values
SMILES string: CCCN(CC1CC1)C(=O)CCc1nnc([C@H](OC)c2ccccc2)o1
Charge: 0
E_tot, Ha: -1168.25257
Highest occupied orbital energy, eV: -9.19
Spin multiplicity: 1
Energy above the lowest of the compared OMol25 structures with the same formula, charge and spin, kJ/mol: 423.9